Computed, not measured: a 2-piece molecular cluster, C3H8N2O overall at a distorted geometry, with wB97M-V/def2-TZVPD.

Output
Total charge = 0
Relative energy (zero: lowest compared OMol25 entry of this formula, charge and spin) = 122.0 kcal per mole
Total energy = -8264.038 eV
Multiplicity = 1
Kohn-Sham gap = 8.92 eV

Each atom is followed by the atoms it is bonded to, with distances in Å.
Element x y z (Å)
1 C -2.876 -0.047 0.040  O6 1.203, H7 1.130, H14 1.090
2 C 1.136 -0.024 -1.261  N5 1.469, H8 1.162, H9 1.108, H10 1.072
3 C 1.420 0.304 1.191  N5 1.515, H11 1.040, H12 1.054, H13 1.152
4 N -0.308 -1.058 0.204  N5 1.180
5 N 0.629 -0.353 0.077  C2 1.469, C3 1.515, N4 1.180
6 O -3.115 0.896 -0.668  C1 1.203
7 H -1.845 -0.487 0.187  C1 1.130
8 H 0.283 0.062 -2.044  C2 1.162
9 H 1.561 0.996 -1.169  C2 1.108
10 H 1.895 -0.756 -1.453  C2 1.072
11 H 2.375 -0.059 1.383  C3 1.040
12 H 1.568 1.306 0.899  C3 1.054
13 H 0.920 -0.089 2.150  C3 1.152
14 H -3.645 -0.691 0.465  C1 1.090